(1)
{"formula": "H4O2", "method": "ωB97M-V/def2-TZVPD", "homo_energy_ev": -11.75, "multiplicity": 1, "total_charge": 0, "gap_ha": 0.45755, "smiles": "O.O", "species": ["O", "H", "H", "O", "H", "H"], "coordinates": [[1.872866, -0.183605, -0.184296], [2.076869, 0.510220, 0.414470], [1.134510, -0.699618, 0.252963], [-1.764405, -0.251452, -0.048307], [-2.413702, 0.407320, -0.315610], [-0.906140, 0.217135, -0.119221]], "forces_ev_per_angstrom": [[-1.8, -1.8, -0.1], [0.3, 0.9, 0.9], [1.4, 0.8, -0.7], [0.8, 0.5, 0.0], [0.0, 0.0, 0.0], [-0.8, -0.4, -0.1]]}

(2)
{"formula": "C4H7IrO4", "method": "ωB97M-V/def2-TZVPD", "homo_energy_ev": [-19.12, -20.13], "multiplicity": 5, "total_charge": 2, "gap_ha": [0.30090, 0.17438], "species": ["O", "C", "O", "Ir", "O", "C", "H", "H", "H", "C", "C", "O", "H", "H", "H", "H"], "coordinates": [[1.669194, -0.444191, 1.986145], [1.828688, 0.448820, 1.181254], [2.889770, 0.967112, 0.705369], [2.050406, 1.448006, -0.988406], [0.784044, 0.737955, 0.274759], [-0.283576, -1.417642, -1.075734], [0.106759, -2.185756, -0.394063], [-0.866946, -1.998240, -1.802526], [0.557390, -0.927808, -1.583359], [-0.658202, 0.426404, 0.654827], [-1.281340, -0.316208, -0.491244], [-1.264987, 1.605135, 1.020605], [-0.636581, -0.196488, 1.556361], [-1.572744, 0.396679, -1.278463], [-2.177452, -0.815914, -0.100627], [-1.144421, 2.272136, 0.335106]], "forces_ev_per_angstrom": [[-0.1, 2.8, -1.2], [0.3, -5.8, 4.4], [0.9, 1.1, -0.1], [2.5, 2.3, -4.2], [-4.6, 0.1, 1.2], [0.4, 0.6, 0.6], [-0.2, 0.4, 0.2], [-0.5, 0.3, -0.1], [-0.3, -0.2, 0.1], [2.7, 1.8, 2.3], [-1.5, -2.0, -2.2], [-0.2, -2.3, -0.9], [0.3, -0.3, 0.0], [0.0, -0.1, 0.3], [0.0, 0.2, -0.2], [0.2, 1.3, -0.3]]}

(3)
{"formula": "C3H6S2", "method": "ωB97M-V/def2-TZVPD", "homo_energy_ev": -8.55, "multiplicity": 1, "total_charge": 0, "gap_ha": 0.34166, "smiles": "C[C@@]1(S)CS1", "species": ["C", "C", "S", "C", "S", "H", "H", "H", "H", "H", "H"], "coordinates": [[0.459095, -0.743978, -0.930681], [-0.127842, -0.035054, 0.309604], [0.328778, -0.335056, 2.067386], [-0.398885, 1.427576, 0.127871], [-1.918829, 0.188132, 0.091205], [0.722012, -1.740006, -0.531440], [1.353348, -0.348620, -1.499253], [-0.293720, -0.763163, -1.782655], [0.816589, -1.587520, 1.998753], [-0.520391, 2.041376, 1.000339], [-0.420155, 1.896314, -0.851131]], "forces_ev_per_angstrom": [[0.5, -0.7, -0.6], [0.2, 1.4, -1.0], [0.5, -0.2, -0.8], [-2.4, -1.6, -0.2], [0.6, 1.0, 0.3], [-0.2, 0.1, -1.0], [-0.5, 0.1, 1.5], [0.6, -0.4, 1.5], [-0.2, 0.1, -0.2], [0.3, 0.3, 0.1], [0.7, -0.1, 0.2]]}

(4)
{"formula": "C3H7NO", "method": "ωB97M-V/def2-TZVPD", "homo_energy_ev": -6.59, "multiplicity": 1, "total_charge": 0, "gap_ha": 0.26828, "species": ["C", "C", "C", "O", "N", "H", "H", "H", "H", "H", "H", "H"], "coordinates": [[-0.124612, -1.469764, 0.002491], [0.837722, -0.306500, 0.125796], [-0.272267, 0.663310, 0.061535], [-1.221449, 0.708876, 0.990227], [-0.375311, 1.571796, -0.900508], [0.072360, -2.271500, 0.716263], [-1.277363, -0.292553, 1.128776], [-0.232281, -1.835499, -1.018253], [1.590874, -0.133494, -0.659742], [1.321486, -0.250212, 1.107461], [0.385240, 1.722594, -1.546099], [-1.244347, 2.067151, -1.039427]], "forces_ev_per_angstrom": [[0.1, -0.4, -0.1], [-0.1, 0.3, 0.1], [0.2, 0.3, -0.2], [0.2, -0.2, -0.1], [0.0, -0.1, 0.1], [-0.1, 0.1, -0.1], [-0.1, 0.2, 0.1], [0.0, 0.1, 0.1], [-0.1, 0.0, 0.1], [-0.1, 0.0, -0.1], [-0.1, -0.1, 0.1], [0.1, -0.1, 0.0]]}

(5)
{"formula": "C24H54BEuN9O4Si4", "method": "ωB97M-V/def2-TZVPD", "homo_energy_ev": [-1.43, -2.02], "multiplicity": 8, "total_charge": -2, "gap_ha": [0.20803, 0.22947], "species": ["Eu", "C", "C", "N", "N", "C", "B", "N", "C", "C", "C", "N", "N", "C", "C", "C", "N", "H", "H", "H", "H", "H", "H", "H", "H", "H", "H", "N", "C", "C", "C", "N", "H", "H", "H", "H", "H", "H", "H", "H", "H", "H", "C", "Si", "C", "C", "Si", "Si", "C", "C", "C", "Si", "C", "C", "C", "H", "H", "H", "H", "H", "H", "H", "H", "H", "H", "H", "H", "H", "H", "H", "H", "H", "H", "H", "H", "H", "H", "H", "H", "H", "H", "H", "C", "C", "C", "O", "H", "H", "H", "H", "H", "H", "H", "O", "N", "O", "O"], "coordinates": [[10.909425, 10.381162, 9.266944], [8.557756, 13.968751, 7.019894], [9.579592, 13.390703, 7.855632], [9.623542, 12.076305, 7.748317], [8.632414, 11.773983, 6.869910], [7.989045, 12.854772, 6.394382], [8.111925, 10.307477, 6.632265], [7.600205, 9.753491, 7.984874], [6.341672, 9.426439, 8.218173], [6.199322, 8.993184, 9.509871], [7.518287, 9.076940, 10.018513], [8.351368, 9.511446, 9.080316], [9.178131, 9.361457, 6.126695], [9.070527, 8.596289, 5.045627], [10.180287, 7.802522, 4.975466], [10.931469, 8.139419, 6.127457], [10.312008, 9.075827, 6.835698], [8.322314, 15.022105, 6.875286], [10.216758, 13.948213, 8.536840], [7.189753, 12.702849, 5.692088], [7.134671, 10.378898, 5.888303], [5.644419, 9.520577, 7.426605], [5.290779, 8.697263, 9.996415], [7.963309, 8.929369, 10.984263], [8.197363, 8.665372, 4.393625], [10.343950, 7.070626, 4.213552], [11.818698, 7.689737, 6.519890], [6.316604, 12.514218, 10.332960], [6.228632, 12.283339, 11.807196], [7.512025, 12.745352, 12.509046], [8.679760, 11.760777, 12.193214], [9.605452, 12.183747, 11.059947], [5.657741, 13.212112, 10.076933], [6.082820, 11.663333, 9.826875], [6.057304, 11.255948, 12.083383], [5.361268, 12.854659, 12.127288], [7.396303, 12.719532, 13.605409], [7.739595, 13.722429, 12.121769], [8.228210, 10.813828, 11.910168], [9.288709, 11.559456, 13.047811], [10.271042, 12.914895, 11.425667], [8.942981, 12.685464, 10.473807], [14.304110, 14.305536, 6.825318], [14.628645, 12.591717, 7.457827], [16.445136, 12.332013, 7.231370], [13.875247, 11.395543, 6.201241], [13.563047, 12.217707, 9.411745], [13.909233, 14.039488, 10.626201], [15.600578, 14.853816, 10.636555], [12.661237, 15.343054, 10.156120], [13.491887, 14.002396, 12.466804], [14.817777, 10.659667, 10.542983], [16.498143, 11.130934, 11.234140], [13.820588, 10.075257, 12.014366], [15.230202, 9.137419, 9.484521], [14.726120, 14.372536, 5.815357], [14.730972, 15.111663, 7.401963], [13.235169, 14.480875, 6.852116], [16.743380, 12.592832, 6.179033], [16.745011, 11.312466, 7.456398], [17.082336, 12.974813, 7.858342], [14.303149, 11.528177, 5.244081], [12.802629, 11.459992, 6.105105], [14.087352, 10.367747, 6.497917], [15.892260, 15.366134, 9.707107], [16.315827, 14.067432, 10.872090], [15.590552, 15.595444, 11.461738], [12.624390, 15.511494, 9.078739], [12.966788, 16.258707, 10.666156], [11.739456, 15.021805, 10.590135], [14.189773, 13.487421, 13.155044], [12.445045, 13.699384, 12.637277], [13.480765, 15.066948, 12.658652], [16.369688, 11.896154, 11.996634], [17.217893, 11.372009, 10.455667], [16.777639, 10.263128, 11.818273], [13.693507, 10.930096, 12.718553], [14.289891, 9.312761, 12.592899], [12.819058, 9.790097, 11.763538], [15.964031, 9.373415, 8.653199], [14.280625, 8.849083, 9.007500], [15.606340, 8.331245, 10.097343], [10.733785, 6.331559, 9.580649], [12.054865, 7.006350, 9.790224], [12.568174, 6.594677, 11.175063], [12.007532, 8.349060, 9.613507], [10.901870, 5.250551, 9.455090], [10.177306, 6.719266, 8.702317], [10.078172, 6.485695, 10.446864], [12.768824, 6.468801, 9.080432], [11.849562, 6.859932, 11.937128], [13.523757, 7.101795, 11.365913], [12.751310, 5.500743, 11.269928], [8.029046, 8.240793, 14.736910], [7.961636, 8.716522, 13.561679], [8.978964, 8.852532, 12.844257], [6.887868, 9.132864, 13.084084]], "forces_ev_per_angstrom": [[0.0, -1.0, 0.2], [0.5, -0.7, 0.1], [-0.8, 1.5, -0.5], [-1.1, 0.5, -0.7], [-0.1, -1.3, -0.5], [1.0, 0.5, 1.2], [-0.2, 0.5, 0.9], [0.6, 0.1, -0.4], [-0.7, -0.1, 0.1], [0.5, 0.0, 0.5], [0.1, 0.1, -0.3], [-0.1, 0.5, -0.1], [0.3, 0.4, 0.5], [-0.3, 0.1, -0.6], [0.4, -0.3, 0.2], [-0.6, -0.1, -0.2], [-0.5, 0.3, -0.8], [0.1, -0.4, 0.1], [0.1, -0.3, -0.2], [-0.1, 0.2, 0.0], [0.6, -0.1, 0.1], [-0.6, 0.1, -0.4], [0.0, -0.1, 0.2], [-0.4, -0.4, 0.4], [0.4, 0.0, 0.3], [0.4, -0.3, -0.1], [0.4, 0.0, 0.1], [0.7, -1.2, 0.7], [0.1, 0.9, -0.4], [0.3, -1.3, 0.0], [0.0, 0.4, -1.1], [-0.3, 0.8, 1.3], [-0.5, 0.5, -0.3], [0.2, 0.1, 0.0], [-0.1, -0.5, -0.2], [-0.1, 0.1, 0.6], [-0.2, 0.4, -0.4], [0.3, 0.7, 0.2], [0.2, 0.0, 0.0], [0.3, -0.1, 0.6], [-0.9, -0.9, -0.5], [0.3, 0.0, -0.6], [0.0, 0.3, -0.4], [-0.5, -0.4, -0.2], [1.5, 0.6, -0.5], [-0.1, -0.2, 0.9], [-0.6, -1.0, 0.0], [0.1, 0.4, 0.4], [0.1, 0.5, 0.2], [0.9, 0.6, -0.3], [-0.2, -0.5, 0.2], [0.2, -0.7, -0.5], [-0.5, 0.1, 0.5], [0.0, 1.7, 0.7], [-0.1, 0.9, -1.3], [-0.4, 0.1, -0.1], [0.4, 0.2, 0.4], [-0.3, 0.0, -0.4], [-0.3, -0.4, 0.7], [0.0, -0.2, -0.1], [-0.3, -0.1, 0.0], [0.6, 0.2, -1.3], [-0.5, 0.2, 0.1], [0.1, -0.1, 0.2], [-0.1, -0.3, 0.2], [0.3, 0.1, 0.0], [0.2, -0.2, -0.4], [-0.3, 0.0, 0.1], [-0.1, 0.3, -0.1], [-1.0, -0.1, -0.1], [-0.5, 0.2, -0.3], [0.4, -0.3, 0.0], [0.2, 0.5, 0.5], [0.3, 0.6, -0.2], [0.2, 0.1, 0.2], [0.5, -0.5, -0.1], [0.1, -0.3, -0.3], [0.4, -0.9, 0.3], [-0.5, -0.5, -0.3], [-0.6, -0.2, 0.9], [0.3, -0.3, 0.2], [0.1, -0.4, 0.1], [-1.3, -0.5, -0.4], [1.0, -0.8, -0.2], [0.8, -0.4, 0.1], [-0.2, 0.8, 0.0], [-0.3, 0.1, 0.0], [0.5, -0.2, 0.3], [0.0, 0.0, 0.0], [-0.2, 0.7, 0.1], [-0.2, 0.3, 0.3], [-0.2, 0.0, 0.1], [-0.1, 0.5, -0.2], [-0.1, 0.4, -1.5], [0.5, 0.3, 0.6], [0.4, -0.7, 0.6], [-0.8, -0.2, 0.5]]}

(6)
{"formula": "C8H8INP", "method": "ωB97M-V/def2-TZVPD", "homo_energy_ev": -12.61, "multiplicity": 1, "total_charge": 1, "gap_ha": 0.30648, "smiles": "C[N+]1=C(c2ccccc2I)P1", "species": ["C", "N", "C", "C", "C", "C", "C", "C", "C", "I", "P", "H", "H", "H", "H", "H", "H", "H", "H"], "coordinates": [[0.214519, 2.222162, -1.243508], [-0.636145, 2.118958, -0.119063], [-1.077471, 1.137643, 0.553402], [-0.931261, -0.363673, 0.656993], [0.339193, -0.906671, 0.788827], [0.444757, -2.296567, 0.817666], [-0.694054, -3.065277, 0.592368], [-1.973620, -2.525355, 0.347623], [-2.073931, -1.126764, 0.380762], [-3.844226, -0.169158, -0.072232], [-1.642982, 2.931321, 1.124372], [-0.356237, 1.600349, -1.958735], [0.455611, 3.263424, -1.457328], [1.274565, 1.917699, -0.902397], [1.058321, -0.255511, 0.958013], [1.441830, -2.691073, 0.888252], [-0.515616, -4.132430, 0.581237], [-2.766904, -3.218138, 0.474654], [-2.595883, 2.772250, 0.164771]], "forces_ev_per_angstrom": [[2.3, -0.1, 0.1], [0.3, -1.5, 2.1], [-0.1, 0.9, 0.6], [-0.7, 1.7, -1.4], [-3.9, -3.0, -0.1], [-0.1, 1.2, -0.8], [0.4, 0.0, -0.2], [2.1, 0.8, 1.5], [0.2, -0.9, 0.2], [-0.3, 0.1, 0.0], [0.7, -1.6, -0.2], [1.3, 0.6, -0.5], [-1.0, 0.0, -0.6], [-1.7, -0.5, -0.9], [3.8, 2.5, 0.7], [0.0, -0.5, 0.2], [-0.5, -0.1, 0.1], [-1.0, -0.1, -0.8], [-1.8, 0.6, -0.1]]}

E_tot: -4159.7056 -15261.8569 -24877.2610 -6759.2400 -98884.7479 -27295.3376 (eV)
Energy above the lowest of the compared OMol25 structures with the same formula, charge and spin: 22.51 0.00 139.65 338.70 0.00 45.11 (kJ/mol)